1.
49
Properties=species:S:1:pos:R:3:forces:R:3:lowdin_charge:R:1 method="wB97M-V/def2-TZVPD" orbital_gap_ev=2.60 homo_energy_ev=0.159 total_charge=-2
O -0.641765 7.005676 1.983907 1.823 -1.491 -0.218 0.027
N 0.274502 6.153361 1.868776 0.510 2.544 -0.601 -0.318
O 1.427237 6.439165 1.464838 -2.219 -0.547 0.830 0.038
C -0.028856 4.794422 2.202529 -0.410 -1.839 0.289 -0.161
C 0.952404 3.791062 2.074150 -0.321 0.537 0.059 0.021
C 0.621525 2.460708 2.322436 -0.017 0.177 0.113 -0.047
C -0.693375 2.120706 2.667587 -0.006 0.179 -0.114 -0.222
S -1.200139 0.395618 3.020744 0.352 -1.596 -1.094 0.642
C -1.301678 -0.748839 1.466756 -0.662 2.811 0.484 -0.751
Cl -2.122521 -2.141685 2.131199 -0.563 0.049 0.556 0.668
O -0.108195 -0.174436 3.789199 -0.299 0.712 0.729 -0.376
O -2.524706 0.505205 3.591117 -0.121 0.542 0.565 -0.392
C -1.648270 3.124241 2.855548 0.223 0.107 -0.198 -0.038
C -1.325712 4.460421 2.626985 0.422 0.137 -0.099 0.010
H 1.960293 4.085429 1.788110 -0.265 -0.175 0.019 0.119
H 1.401960 1.705404 2.251892 -0.376 -0.025 -0.044 0.110
H -2.020127 -0.203682 0.831777 0.058 -0.414 0.274 0.017
H -2.648852 2.863522 3.183601 0.151 -0.112 -0.083 0.109
H -2.058215 5.249134 2.777475 0.153 -0.209 -0.118 0.113
O 0.014116 1.672891 -0.745187 0.085 -1.242 -0.298 0.107
C 0.193259 0.638792 -0.259275 -0.232 1.657 0.610 -0.171
Co 0.463491 -0.804388 0.748153 1.635 -2.001 -0.953 0.058
C 2.214542 -0.916044 0.491813 1.336 1.316 -0.547 -0.162
O 3.371405 -0.894017 0.416235 -1.335 -0.447 0.070 0.107
C 0.921582 -1.947318 2.050919 0.157 -0.351 0.783 -0.221
O 1.331405 -2.667936 2.848996 -0.434 0.622 -0.748 0.130
C -0.204610 -1.837094 -1.430941 2.872 0.733 1.360 -0.254
C 0.964542 -1.662464 -2.266292 -0.762 -0.470 0.572 -0.264
C 1.077233 -0.566721 -3.144922 0.246 -0.145 -0.338 -0.067
C 2.238684 -0.389767 -3.889416 0.002 -0.204 0.238 -0.122
C 3.304666 -1.295748 -3.773499 0.122 0.172 -0.197 -0.153
C 3.189887 -2.392569 -2.912309 -0.493 0.000 0.003 -0.128
C 2.025622 -2.585708 -2.175494 0.645 0.022 -0.320 -0.064
C -0.786991 -2.865606 -0.711765 2.571 -0.777 1.617 -0.394
C -0.588604 -3.690700 0.327811 -0.366 -1.822 -1.263 -0.169
Co -1.966230 -2.073922 -1.782756 -4.920 0.822 -2.210 0.042
C -2.744589 -0.492765 -1.558173 -0.177 0.393 0.306 -0.177
O -3.334563 0.488296 -1.389791 0.199 -0.233 -0.159 0.059
C -3.235424 -3.176035 -1.316806 -0.661 -0.015 0.235 -0.193
O -4.093507 -3.898074 -1.042579 0.391 0.021 0.020 0.077
C -2.053984 -2.424037 -3.515748 0.270 0.047 -0.820 -0.165
O -2.243664 -2.625530 -4.640834 0.079 0.017 0.452 0.051
H 0.218678 0.103696 -3.240602 0.331 -0.144 0.030 0.106
H 2.316504 0.466047 -4.559350 0.038 -0.154 0.051 0.084
H 4.211960 -1.157526 -4.366549 -0.226 0.008 0.174 0.071
H 3.993621 -3.122096 -2.830787 -0.015 0.138 -0.048 0.084
H 1.929273 -3.449729 -1.510114 -0.033 0.352 -0.174 0.111
H -1.454747 -4.224400 0.737763 0.545 -0.146 -0.125 0.009
H 0.410932 -4.094961 0.542878 -0.301 0.445 0.327 0.041

---

2.
52
Properties=species:S:1:pos:R:3:forces:R:3:lowdin_charge:R:1 method="wB97M-V/def2-TZVPD" orbital_gap_ev="5.01 / 5.03" spin_multiplicity=2 homo_energy_ev="-3.065 / -3.079" total_charge=-1
V 0.611806 0.734181 0.571860 -0.116 0.478 -0.293 0.840
N -0.568062 0.805022 -4.088404 -0.019 0.009 0.041 0.102
C -0.628595 -0.547074 -4.340680 -0.023 0.022 0.004 -0.092
C -0.002216 -1.140688 -3.285693 0.006 -0.034 -0.030 -0.119
N 0.434856 -0.198628 -2.397371 -0.023 0.095 -0.008 0.138
C 0.080320 0.955469 -2.895789 0.012 -0.097 -0.106 -0.285
C 0.320332 2.229653 -2.244205 0.168 -0.046 0.013 -0.240
N 0.659909 2.360475 -0.980591 -0.377 0.088 -0.082 0.083
C 0.801947 3.711621 -0.758733 0.067 -0.027 -0.097 -0.087
C 0.555694 4.390773 -1.905832 0.020 0.051 0.012 -0.048
N 0.240898 3.438315 -2.849945 -0.024 -0.034 0.050 0.119
H -1.033355 1.519845 -4.617450 0.011 0.005 -0.017 0.145
H -1.099063 -0.941585 -5.223245 0.003 -0.010 -0.008 0.102
H 0.161613 -2.190700 -3.112045 0.002 -0.005 -0.006 0.107
H 1.090565 4.092551 0.201925 -0.014 0.007 0.049 0.120
H 0.591269 5.438700 -2.139229 -0.005 0.007 0.003 0.112
H 0.095282 3.607671 -3.827603 0.039 -0.007 -0.020 0.149
O 4.182674 0.510167 -1.407225 -0.048 0.107 0.045 0.069
C 3.355898 0.933656 -0.623802 0.057 -0.166 -0.059 -0.545
O 2.345265 0.271027 -0.181906 0.166 -0.223 0.307 -0.146
C 3.521236 2.390799 -0.093174 0.112 0.044 -0.073 -0.476
O 4.150664 3.193792 -0.741062 -0.078 0.001 0.014 0.090
O 3.007958 2.709369 1.085364 -0.067 0.006 0.065 -0.001
S -2.631197 -5.724366 2.726214 0.031 -0.022 -0.047 0.948
N -3.096004 -4.662300 1.594332 -0.002 0.067 0.038 -0.232
C -2.207536 -3.684980 1.597582 -0.059 -0.090 -0.033 -0.296
C -2.237018 -2.518071 0.732300 -0.091 0.020 -0.049 -0.100
C -3.193019 -2.275570 -0.222494 0.077 0.015 0.032 -0.013
C -3.084798 -1.096859 -0.974957 -0.062 0.035 -0.039 -0.056
C -2.047462 -0.232134 -0.739934 0.057 -0.027 0.168 -0.128
N -1.081798 -0.449499 0.184126 -0.146 0.117 -0.306 0.023
C -1.186854 -1.588513 0.913617 0.159 -0.103 0.283 -0.142
C -0.153307 -1.775409 1.858813 -0.262 0.043 -0.186 -0.144
N 0.772868 -0.770971 1.860438 0.413 0.091 0.173 0.001
C 1.838357 -0.958236 2.704903 -0.210 -0.017 -0.142 -0.088
C 1.972321 -2.050150 3.513722 0.075 -0.036 0.106 -0.057
C 0.994940 -3.062959 3.537413 -0.040 0.110 -0.121 -0.026
C -0.074499 -2.913609 2.690433 0.067 -0.052 0.099 -0.112
C -1.157129 -3.874770 2.550871 0.001 -0.121 0.049 -0.290
N -1.282540 -4.993148 3.243198 -0.013 0.079 0.017 -0.229
H -4.001153 -2.978496 -0.373673 -0.007 -0.002 -0.001 0.109
H -3.818462 -0.848234 -1.729333 0.001 -0.002 -0.002 0.098
H -1.971843 0.698545 -1.280116 -0.023 0.013 -0.024 0.100
H 2.572276 -0.169721 2.710081 0.055 -0.025 -0.008 0.102
H 2.844672 -2.115162 4.150096 0.002 0.003 -0.004 0.101
H 1.076395 -3.927674 4.180229 -0.001 -0.005 0.008 0.105
O 1.861455 2.261855 2.979685 0.042 0.008 -0.014 0.057
C 1.827509 1.978101 1.835797 -0.029 -0.097 0.087 -0.328
F -1.849706 1.590185 2.260105 0.050 -0.018 -0.028 0.005
C -1.006797 2.095572 1.292522 0.046 -0.250 0.137 -0.512
F -1.899703 2.445494 0.265016 -0.003 -0.018 0.002 -0.034
F -0.656865 3.326668 1.793851 0.004 0.014 0.000 0.002

---

3.
51
Properties=species:S:1:pos:R:3:forces:R:3:lowdin_charge:R:1 method="wB97M-V/def2-TZVPD" orbital_gap_ev=5.82 homo_energy_ev=-4.132 total_charge=-1
Ir 3.439397 1.420321 -1.278530 -0.216 0.252 0.023 0.592
C -2.579516 -4.394159 0.028623 -0.055 -0.010 0.028 -0.091
O -2.290507 -3.248838 0.803349 0.118 0.047 -0.058 -0.081
C -2.663438 -2.040305 0.294814 -0.078 -0.033 0.033 -0.279
C -3.588556 -1.881935 -0.729335 0.038 -0.041 0.004 -0.022
C -3.921218 -0.601279 -1.149805 0.067 0.059 0.013 -0.042
C -3.310204 0.517919 -0.603509 0.050 -0.306 -0.018 -0.304
C -2.402817 0.347493 0.447013 -0.074 0.023 0.045 -0.007
C -2.093939 -0.918836 0.895712 -0.018 -0.007 0.007 0.019
N -3.796113 1.774197 -1.071599 -0.036 0.278 0.186 0.052
N -3.083057 2.787552 -1.185070 -0.277 -0.028 -0.301 0.059
C -1.671704 2.782518 -1.096253 0.328 0.035 0.121 -0.264
C -1.113783 3.853527 -0.423382 -0.096 -0.095 -0.019 -0.030
C 0.253284 3.988204 -0.209720 0.063 -0.028 0.012 -0.005
C 1.148677 3.049198 -0.722551 -0.039 -0.004 -0.028 -0.374
O 2.424677 3.135009 -0.577002 0.104 -0.053 0.010 -0.259
C 0.585785 1.978947 -1.511441 -0.024 0.021 -0.023 -0.133
N 1.488505 1.122535 -2.073165 0.047 -0.182 0.037 -0.061
C 1.071768 0.172296 -2.878625 0.007 0.061 0.006 -0.144
C -0.280970 0.030408 -3.216164 -0.060 0.022 0.010 -0.029
C -1.207793 0.857290 -2.649366 -0.001 -0.086 -0.057 0.001
C -0.801457 1.850430 -1.731753 0.008 0.157 0.026 -0.099
H -1.995356 -5.206514 0.453758 -0.012 0.004 0.004 0.090
H -2.291860 -4.246728 -1.015541 0.020 -0.016 0.003 0.095
H -3.641270 -4.654442 0.076219 -0.004 0.015 -0.015 0.090
H -4.071427 -2.736568 -1.181381 0.000 0.002 -0.011 0.100
H -4.667578 -0.452843 -1.920212 -0.011 -0.012 -0.011 0.111
H -1.949395 1.202052 0.931370 0.009 0.017 -0.026 0.119
H -1.406278 -1.057989 1.718133 0.015 -0.009 0.011 0.102
H -1.798031 4.592437 -0.023662 0.006 0.017 0.013 0.111
H 0.650186 4.827041 0.345116 0.006 0.001 0.008 0.113
H 1.819245 -0.497877 -3.282241 0.003 -0.025 0.024 0.023
H -0.572461 -0.739329 -3.916763 0.001 -0.004 -0.011 0.107
H -2.249784 0.760335 -2.914698 -0.028 0.013 0.002 0.109
Te 4.502925 -0.471525 -2.605423 0.125 -0.147 -0.140 0.148
Te 6.865086 -1.099272 -1.430384 0.000 -0.012 0.014 -0.050
Te 7.738590 1.431442 -1.505208 -0.010 0.023 -0.004 -0.116
Te 5.561402 2.440461 -0.200076 0.019 -0.051 0.065 0.120
Br 1.738214 -3.166693 5.402935 -0.001 0.000 -0.001 0.713
C 1.457726 -1.762876 4.160258 -0.008 -0.005 0.008 -0.665
C 0.402411 -0.885567 4.354067 0.010 -0.024 0.013 -0.202
N 0.152434 0.121137 3.523588 -0.011 0.011 0.014 0.070
C 0.955805 0.275736 2.472692 0.031 0.034 -0.007 -0.082
C 2.028368 -0.565598 2.199141 0.039 -0.069 0.006 -0.086
C 2.288998 -1.612779 3.068614 -0.031 -0.010 -0.016 -0.042
C 2.917081 -0.392875 0.985744 -0.121 0.212 -0.098 -0.584
O 3.807127 -1.172594 0.745495 0.079 -0.077 0.015 0.013
O 2.544994 0.660427 0.313303 0.016 0.033 0.083 -0.242
H -0.258777 -1.002247 5.204795 -0.002 -0.002 0.003 0.098
H 0.744739 1.106286 1.810480 -0.001 -0.003 -0.008 0.116
H 3.119867 -2.275530 2.867640 0.004 0.003 0.003 0.121

---

4.
47
Properties=species:S:1:pos:R:3:forces:R:3:lowdin_charge:R:1 method="wB97M-V/def2-TZVPD" orbital_gap_ev="6.48 / 6.67" spin_multiplicity=2 homo_energy_ev="-7.509 / -7.622" total_charge=0
Co -0.323721 1.136613 -0.681042 0.436 0.305 -0.152 0.390
S 1.826104 0.684454 -0.956253 -0.061 -0.143 0.070 0.702
C 1.768949 -0.672711 0.151222 0.625 -0.369 -0.063 -0.754
N 2.748774 -1.504636 0.396925 -0.477 0.184 0.108 0.065
N 3.848536 -1.350964 -0.280636 0.382 -0.104 -0.148 -0.001
C 4.957329 -2.200843 -0.089385 -0.260 0.240 -0.064 -0.227
C 4.948239 -3.196877 0.877634 -0.040 -0.071 0.079 -0.029
C 6.059464 -4.013792 1.016171 -0.008 0.002 0.012 -0.085
C 7.174613 -3.844413 0.206180 -0.005 -0.016 0.002 -0.100
C 7.174751 -2.838741 -0.749739 -0.018 0.045 -0.027 -0.089
C 6.070055 -2.015208 -0.899712 0.083 0.019 -0.065 -0.034
N 0.673664 -0.910016 0.947916 0.728 -0.311 -0.034 0.053
N -0.313838 -0.202224 0.668396 -0.915 -0.083 0.623 -0.091
C -1.306503 -0.212581 1.718825 -0.120 -0.054 -0.101 -0.219
C -0.882419 -0.233735 3.043705 0.102 0.002 0.028 -0.022
C -1.810008 -0.189290 4.070947 0.000 -0.006 -0.014 -0.071
C -3.167389 -0.115763 3.786763 0.017 0.007 -0.013 -0.083
C -3.588248 -0.097069 2.465962 -0.008 -0.002 -0.017 -0.073
C -2.662468 -0.141318 1.432656 -0.037 -0.002 0.002 -0.023
H 3.889983 -0.621187 -0.988946 0.045 -0.039 0.033 0.083
H 4.075579 -3.319574 1.503802 0.031 -0.018 -0.012 0.104
H 6.053412 -4.791898 1.769396 -0.011 0.016 -0.018 0.104
H 8.034773 -4.491704 0.317460 -0.015 0.024 0.010 0.100
H 8.038711 -2.692144 -1.385727 -0.022 -0.001 0.012 0.103
H 6.065792 -1.227515 -1.645451 0.019 -0.036 0.011 0.112
H 0.178034 -0.273505 3.250383 -0.018 0.001 0.035 0.111
H -1.470405 -0.203011 5.098801 0.005 0.012 -0.028 0.107
H -3.891189 -0.065278 4.590500 0.023 -0.020 -0.026 0.105
H -4.644650 -0.048942 2.231840 0.037 -0.001 0.000 0.107
H -3.006235 -0.150222 0.413144 -0.026 0.055 -0.062 0.079
Cl -1.207720 5.818509 -1.162563 -0.030 0.030 0.011 0.715
C -2.231517 4.463368 -1.472407 -0.088 0.199 -0.075 -0.585
C -3.602277 4.676410 -1.721241 0.122 0.159 0.008 -0.115
C -4.444921 3.644955 -2.007078 -0.103 -0.029 -0.027 -0.611
Cl -6.126351 3.956044 -2.334720 0.087 -0.025 0.015 0.685
C -3.955738 2.319486 -2.034943 0.018 -0.107 -0.032 -0.170
C -4.706836 1.166359 -2.343059 -0.033 0.037 -0.014 -0.003
C -4.103295 -0.060838 -2.335550 0.020 -0.099 -0.041 -0.036
C -2.754574 -0.166394 -1.959100 -0.006 -0.219 -0.097 -0.118
N -2.033629 0.881779 -1.648341 -0.276 0.461 0.231 0.035
C -2.595058 2.126684 -1.734213 0.021 -0.046 -0.028 -0.124
C -1.679220 3.199537 -1.482700 0.063 -0.180 -0.097 -0.381
O -0.421616 2.907781 -1.280635 -0.316 0.182 -0.076 -0.162
H -3.984841 5.688195 -1.694255 0.041 -0.010 -0.004 0.109
H -5.754456 1.266975 -2.593673 0.008 0.004 0.001 0.098
H -4.655645 -0.955292 -2.587958 0.024 0.011 0.002 0.111
H -2.261989 -1.129478 -1.889323 -0.046 -0.003 0.041 0.129

---

Result set for DFT total energy: -5276.415935; -3301.798757; -5117.897595; -3897.713332 Ha, one per record in the order listed.
Result set for M: 635.721; 608.394; 1181.907; 527.302 Da, one per record in the order listed.